# 1
This record from OMol25 describes a 2-piece molecular cluster, C3H13N3O overall. The level of theory is ωB97M-V/def2-TZVPD.

The geometry in XYZ format:
```
20
C3H13N3O | OMol25 | ωB97M-V/def2-TZVPD
O 1.429 2.008 -0.837
N -2.419 -0.126 -1.089
N 1.730 0.706 1.977
N 0.076 -0.152 0.391
C -1.356 -1.069 -1.370
C -0.536 -1.375 -0.131
C 1.163 -0.444 1.328
H -0.678 -0.696 -2.137
H 1.023 1.178 2.539
H -0.610 0.404 0.889
H 1.984 1.397 1.276
H -3.278 -0.592 -0.834
H 0.707 1.410 -0.541
H 1.061 2.673 -1.424
H -1.146 -1.845 0.653
H -1.717 -2.031 -1.784
H 0.798 -1.151 2.082
H -2.642 0.469 -1.879
H 0.262 -2.046 -0.426
H 1.957 -0.983 0.808
```

As for the energy above the lowest of the compared OMol25 structures with the same formula, charge and spin: 16.75 kcal/mol. The SMILES is NCCNCN.O. The value obtained for the molecular weight is 107.16 g/mol. For the frontier orbital gap, the calculation gives 10.099 eV.

Just the Löwdin charges please, in e? Sure, here they are:
1. O -0.093
2. N -0.003
3. N 0.017
4. N -0.105
5. C -0.293
6. C -0.238
7. C -0.339
8. H 0.111
9. H 0.068
10. H 0.108
11. H 0.046
12. H 0.066
13. H -0.004
14. H 0.027
15. H 0.117
16. H 0.108
17. H 0.111
18. H 0.066
19. H 0.113
20. H 0.117

***

# 2
This record from OMol25 describes C5H14N4OSb as an isolated structure. The level of theory is ωB97M-V/def2-TZVPD.

The geometry in XYZ format:
```
25
C5H14N4OSb | OMol25 | ωB97M-V/def2-TZVPD
Sb 1.257 -0.757 -0.240
O -0.278 0.072 -3.687
N -2.367 0.587 -0.909
N -2.018 -1.390 0.357
N 1.403 0.527 -2.051
N -2.648 0.629 1.473
C -1.824 0.045 0.344
C 4.017 0.475 0.720
C -0.375 0.486 0.598
C 0.581 0.214 -2.871
C 2.674 0.613 0.815
H 1.267 -1.711 1.247
H -3.353 -0.062 1.705
H 2.635 -1.703 -0.791
H -2.938 -1.589 -0.021
H -1.969 -1.731 1.308
H -0.252 1.519 0.257
H 2.236 1.399 1.439
H -3.141 1.451 1.143
H 0.186 -1.851 -1.062
H -1.889 1.452 -1.128
H -2.122 -0.065 -1.652
H 4.640 0.262 1.594
H -0.223 0.508 1.678
H 4.525 0.596 -0.238
```

The charge is -1. The value obtained for the molecular weight is 267.95 g/mol. For the frontier orbital gap, the calculation gives 7.275 eV.

Just the Löwdin charges please, in e? Sure, here they are:
1. Sb 0.940
2. O 0.007
3. N 0.070
4. N 0.043
5. N -0.076
6. N 0.033
7. C -0.747
8. C -0.182
9. C -0.333
10. C -0.621
11. C -0.375
12. H -0.083
13. H 0.039
14. H -0.098
15. H 0.070
16. H 0.074
17. H 0.047
18. H 0.021
19. H 0.047
20. H -0.083
21. H 0.064
22. H 0.058
23. H 0.020
24. H 0.036
25. H 0.029

***

# 3
This record from OMol25 describes C14H21BrN3O3PtS as an isolated structure. The level of theory is ωB97M-V/def2-TZVPD.

The geometry in XYZ format:
```
44
C14H21BrN3O3PtS | OMol25 | ωB97M-V/def2-TZVPD
Pt 0.725 0.557 0.999
Br 3.495 -0.027 2.661
S 1.095 -1.431 -0.290
O -1.134 0.231 1.786
O 0.603 3.084 2.550
O -2.268 1.985 2.691
N -1.437 -2.053 0.266
N 2.575 1.269 0.391
N -0.658 -2.514 -1.901
C -2.590 -2.682 -3.459
C 4.866 1.713 0.927
C -2.897 -2.130 0.147
C -0.195 3.906 3.474
C -1.282 1.446 2.283
C 3.863 2.708 -0.993
C -1.691 -3.392 -2.460
C -3.469 -3.385 0.781
C -0.505 -2.039 -0.669
C 4.962 2.546 -0.172
C 0.123 2.025 2.049
C 3.654 1.098 1.168
C 1.521 2.174 -1.655
C 2.676 2.054 -0.709
H -2.255 -3.833 -1.643
H -4.557 -3.372 0.714
H -3.105 -4.291 0.296
H -1.166 -4.212 -2.950
H 5.698 1.536 1.590
H -0.939 4.446 2.897
H -3.125 -1.849 -3.002
H 5.891 3.058 -0.386
H -3.282 -1.240 0.647
H -3.322 -3.381 -3.863
H 0.144 -2.347 -2.489
H 0.606 1.746 -1.253
H 0.522 4.579 3.929
H -2.007 -2.289 -4.291
H 1.344 3.219 -1.909
H -0.671 3.267 4.210
H -3.173 -2.038 -0.899
H 3.912 3.339 -1.869
H 1.766 1.647 -2.579
H -1.113 -1.687 1.149
H -3.199 -3.440 1.836
```

As for the energy above the lowest of the compared OMol25 structures with the same formula, charge and spin: 17.36 kcal/mol. The charge is +1. The value obtained for the molecular weight is 586.39 g/mol. For the frontier orbital gap, the calculation gives 8.310 eV.

Just the Löwdin charges please, in e? Sure, here they are:
1. Pt 0.976
2. Br 0.831
3. S 0.602
4. O -0.204
5. O -0.019
6. O 0.139
7. N 0.026
8. N -0.135
9. N 0.018
10. C -0.071
11. C -0.089
12. C -0.204
13. C 0.036
14. C -0.604
15. C -0.005
16. C -0.211
17. C -0.065
18. C -0.728
19. C -0.019
20. C -0.265
21. C -0.722
22. C -0.030
23. C -0.291
24. H 0.095
25. H 0.085
26. H 0.070
27. H 0.127
28. H 0.111
29. H 0.110
30. H 0.068
31. H 0.126
32. H 0.124
33. H 0.085
34. H 0.118
35. H 0.041
36. H 0.103
37. H 0.080
38. H 0.096
39. H 0.104
40. H 0.093
41. H 0.129
42. H 0.100
43. H 0.087
44. H 0.083

***

# 4
This record from OMol25 describes one molecule with the formula CH5N3S. The level of theory is ωB97M-V/def2-TZVPD.

The geometry in XYZ format:
```
10
CH5N3S | OMol25 | ωB97M-V/def2-TZVPD
S 0.807 0.465 -1.737
N 0.716 0.439 1.517
N -0.765 0.645 -0.874
N -0.254 -0.440 1.258
C -0.909 -0.346 0.145
H -1.584 -1.295 -0.087
H -1.542 0.128 -1.605
H 1.302 0.142 2.333
H 1.072 1.114 0.739
H 1.157 -0.851 -1.689
```

As for the energy above the lowest of the compared OMol25 structures with the same formula, charge and spin: 60.61 kcal/mol. The SMILES is N/N=C\NS. The value obtained for the molecular weight is 91.14 g/mol. For the frontier orbital gap, the calculation gives 8.894 eV.

Just the Löwdin charges please, in e? Sure, here they are:
1. S 0.639
2. N -0.047
3. N -0.394
4. N -0.093
5. C -0.420
6. H 0.132
7. H 0.135
8. H 0.108
9. H 0.083
10. H -0.143

***

Calculated DFT total energy in order - -361.5978, -733.2696, -4027.3904, -603.4493 hartree
Calculated E_LUMO in order - 0.914, 3.625, -3.529, 0.528 eV
Calculated largest force on an atom in order - 0.98, 1.98, 0.42, 5.22 eV/A